Arrangement P

Molecular formula: C5H11NO2
Method: DFT, the ωB97M-V functional and the def2-TZVPD basis

Each line ends with the Löwdin charge.
Geometry (Å):
O  1.99952  -0.60738  1.07686  0.10
H  0.21904  -1.78320  -0.31265  0.16
C  -0.96247  1.50199  -0.56770  -0.06
C  1.16604  0.40518  -1.43863  -0.11
H  1.29114  -0.21623  2.90723  0.15
C  0.84088  -0.57490  1.35805  -0.52
H  -0.84742  -0.30610  -1.68389  0.14
H  1.77361  -0.59505  -1.29466  0.11
H  -0.85691  1.99378  0.37370  0.05
C  -0.26452  -0.91750  0.25075  -0.31
H  -0.56810  2.24958  -1.33906  0.09
N  -1.54334  -1.31692  0.73552  0.06
H  1.71324  1.23778  -1.02816  0.07
H  -2.02039  -0.59591  1.26871  0.09
H  -1.30334  -2.06105  1.37190  0.08
O  0.39130  -0.48093  2.59112  0.13
H  1.17171  0.60442  -2.55069  0.09
H  -2.00949  1.33482  -0.83433  0.06
C  -0.19048  0.12763  -0.88407  -0.39

Values from the calculation:
gap between HOMO and LUMO: 10.109 eV
E_LUMO: 0.70 eV
SMILES: CC(C)[C@H](N)C(=O)O
molar mass: 117.15 g/mol

***

Arrangement Q

Molecular formula: C5H11NO2
Method: DFT, the ωB97M-V functional and the def2-TZVPD basis

Each line ends with the Löwdin charge.
Geometry (Å):
H  2.62454  1.33843  -0.27638  0.08
H  -2.92986  0.52017  0.61368  0.09
H  1.83164  0.38163  0.97807  0.07
N  0.52772  -2.29752  1.06022  -0.02
O  0.01211  -1.49540  -1.57390  0.05
O  -0.52890  -1.42953  0.80009  -0.15
H  -1.79347  0.46912  -1.62936  0.15
H  -2.03248  2.04816  0.38670  0.08
C  -0.38837  -0.80120  -0.64020  -0.49
H  -1.39024  0.78979  1.43559  0.08
H  0.66525  1.17649  -1.73315  0.11
C  1.89550  0.54089  -0.09944  -0.10
H  0.32247  1.92948  -0.20363  0.10
H  1.22871  -1.92897  1.70260  0.09
C  -1.25301  0.37303  -0.68566  -0.12
H  0.31419  -3.20253  0.64446  0.10
C  -1.93295  0.96124  0.50548  -0.08
H  2.27625  -0.33992  -0.61920  0.08
C  0.55089  0.96662  -0.66596  -0.12

Values from the calculation:
gap between HOMO and LUMO: 9.275 eV
E_LUMO: 0.80 eV
molar mass: 117.15 g/mol

***

Stability check: which of them is most stable? arrangement P.

***

Arrangement P

Molecular formula: C7H10O2
Method: DFT, the ωB97M-V functional and the def2-TZVPD basis

Each line ends with the Löwdin charge.
Geometry (Å):
C  1.82450  0.53246  0.46675  -0.02
C  0.06039  -1.22227  0.64860  -0.13
C  -1.95807  1.63643  0.31702  0.07
H  0.06647  -1.96038  1.46829  0.15
O  -0.54673  0.09710  1.24077  0.00
O  -1.91105  -0.50114  -0.48293  0.05
C  -1.49347  0.44750  0.30961  -0.54
H  -1.83632  2.39579  1.03205  0.06
H  -1.70632  -2.37375  0.05572  0.12
H  -0.73835  -2.00692  -1.24799  0.12
H  2.24940  -1.63514  0.63334  0.11
H  2.60831  1.85459  -0.52078  0.10
C  1.51035  -0.94087  0.13157  -0.18
H  0.92049  2.06380  -0.03799  0.06
C  1.58724  1.47906  -0.56365  -0.15
C  -1.09266  -1.59545  -0.33849  -0.12
H  1.19686  1.02849  -1.46669  0.08
H  -2.44693  1.80299  -0.69443  0.11
H  1.70587  -1.10229  -0.95077  0.10

Values from the calculation:
gap between HOMO and LUMO: 8.376 eV
E_LUMO: 0.48 eV
molar mass: 126.15 g/mol

***

Arrangement Q

Molecular formula: C7H10O2
Method: DFT, the ωB97M-V functional and the def2-TZVPD basis

Each line ends with the Löwdin charge.
Geometry (Å):
H  1.93095  1.37235  -0.58403  0.12
H  -0.87533  -1.28153  2.53988  0.12
C  -0.07185  0.70802  -0.07584  -0.04
H  -2.90516  -0.44959  1.12868  0.08
H  -0.48542  0.99822  -1.05070  0.11
C  -0.24508  -0.65569  1.89435  -0.05
H  1.47326  -0.78557  3.13234  0.12
C  -2.17730  -0.63658  0.32130  -0.07
H  3.36093  0.34871  2.59876  0.12
H  -0.72306  0.93804  -4.83733  0.04
C  1.81479  0.47025  1.39427  -0.33
C  1.30486  0.91081  0.19095  -0.01
H  -0.88472  -0.36319  -5.67716  0.05
H  -2.54752  -0.16200  -0.60300  0.08
O  3.15874  0.65520  1.68152  0.02
C  1.04799  -0.34192  2.22244  -0.04
O  -0.23262  0.14003  -5.13885  -0.09
H  -2.10841  -1.72476  0.15481  0.09
C  -0.83509  -0.14087  0.70764  -0.31

Values from the calculation:
gap between HOMO and LUMO: 9.058 eV
E_LUMO: 0.74 eV
SMILES: Cc1ccc(O)cc1.O
molar mass: 126.15 g/mol

***

Stability check: which of them is most stable? arrangement Q.

***

Arrangement P

Molecular formula: C7H10O2
Method: DFT, the ωB97M-V functional and the def2-TZVPD basis

Each line ends with the Löwdin charge.
Geometry (Å):
H  -0.10290  -1.99056  0.89013  0.14
O  2.40257  0.12745  -0.89704  -0.08
H  -2.76391  -1.26306  -1.22301  0.07
H  -0.66824  -0.77101  2.14123  0.09
C  -2.57498  -0.35108  -0.66930  -0.03
C  -1.00217  1.24317  0.30015  -0.01
H  -3.04714  0.71936  -1.06676  0.14
H  -1.55912  2.09550  -0.12286  0.12
C  -1.27122  -0.26352  -0.01625  -0.54
C  0.28432  1.38078  0.64024  0.02
C  2.00326  -0.57860  0.23458  -0.19
C  -0.44875  -0.95078  1.14579  0.05
C  0.64262  -0.04819  0.47539  -0.34
O  -0.16197  -0.29701  -0.80850  -0.07
H  2.04163  -1.53232  0.14914  0.06
H  -3.24293  -0.62299  0.31676  0.14
H  1.03273  2.16501  0.73753  0.12
H  1.70330  0.29669  -1.66257  0.17
H  2.88328  -0.33075  0.82109  0.15

Values from the calculation:
gap between HOMO and LUMO: 9.512 eV
E_LUMO: 0.91 eV
molar mass: 126.15 g/mol

***

Arrangement Q

Molecular formula: C7H10O2
Method: DFT, the ωB97M-V functional and the def2-TZVPD basis

Each line ends with the Löwdin charge.
Geometry (Å):
H  1.31180  2.23309  -0.95933  0.09
H  -1.51772  -1.49803  -1.10342  0.14
C  1.39126  -0.91449  -1.18027  0.05
O  -1.17995  1.67041  0.07703  0.03
H  1.64069  1.69433  0.69865  0.08
C  1.68527  1.40068  -0.35575  -0.06
C  -0.72823  -0.69111  0.82398  -0.18
C  -0.60394  0.36088  -0.12415  -0.36
H  2.73366  1.24083  -0.62301  0.08
H  -0.84851  -2.14554  2.33024  0.07
H  -3.00271  0.77157  -0.27677  0.09
H  -0.79665  2.06245  0.87838  0.12
C  -1.70859  -0.70466  -0.39546  -0.13
C  0.85110  0.16316  -0.58235  -0.27
O  -3.04226  -0.19812  -0.38828  -0.02
C  -0.25129  -1.39197  1.82869  0.08
H  0.78009  -1.29322  2.15426  0.07
H  2.41385  -0.89734  -1.54446  0.06
H  0.87214  -1.86291  -1.25800  0.06

Values from the calculation:
gap between HOMO and LUMO: 8.990 eV
E_LUMO: 0.46 eV
SMILES: C=C(C)[C@]1(O)C(=C)[C@H]1O
molar mass: 126.15 g/mol

***

Stability check: which of them is most stable? arrangement Q.

***

Arrangement P

Molecular formula: C3H3N3
Method: DFT, the ωB97M-V functional and the def2-TZVPD basis

Each line ends with the Löwdin charge.
Geometry (Å):
N  0.05863  -1.33566  0.18322  0.16
C  -0.95803  0.71644  -0.10007  -0.03
N  2.12827  -0.25652  -0.08331  0.20
C  -1.02894  -0.73291  -0.00648  -0.13
H  -1.72677  1.28439  0.06411  0.05
N  0.30615  0.97557  0.22598  0.12
H  -1.93968  -1.27182  -0.24420  0.11
C  0.92118  -0.29562  0.05487  -0.64
H  2.23919  0.91612  -0.09411  0.16

Values from the calculation:
gap between HOMO and LUMO: 9.570 eV
E_LUMO: -1.33 eV
molar mass: 81.08 g/mol

***

Arrangement Q

Molecular formula: C3H3N3
Method: DFT, the ωB97M-V functional and the def2-TZVPD basis

Each line ends with the Löwdin charge.
Geometry (Å):
C  -0.16681  -0.79847  1.38978  -0.16
N  -1.66602  -0.51439  -1.62684  0.18
H  1.71753  0.97921  -0.20431  0.04
N  0.93724  0.68872  -0.75781  0.06
N  0.00047  -1.60139  2.20889  0.16
C  -0.29479  0.27475  0.36694  -0.21
H  -0.84546  1.13992  0.82621  0.16
H  1.30423  -0.05606  -1.40797  0.10
C  -0.98638  -0.11228  -0.79489  -0.34

Values from the calculation:
gap between HOMO and LUMO: 11.357 eV
E_LUMO: -0.03 eV
SMILES: N#CC(N)C#N
molar mass: 81.08 g/mol

***

Stability check: which of them is most stable? arrangement Q.

***

Arrangement P

Molecular formula: C3H3N3
Method: DFT, the ωB97M-V functional and the def2-TZVPD basis

Each line ends with the Löwdin charge.
Geometry (Å):
H  0.65012  0.64023  1.73410  0.12
C  0.46023  0.64284  0.66222  -0.23
C  -0.21239  1.82998  0.15427  -0.19
N  -0.76112  2.74809  -0.28851  0.14
H  -1.30359  -1.68084  -0.09589  0.11
N  -0.36255  -1.64069  -0.45157  0.17
C  0.38546  -0.58391  -0.09349  -0.42
N  1.49152  -0.00471  -0.26058  0.20
H  -0.22814  -2.01184  -1.38019  0.11

Values from the calculation:
gap between HOMO and LUMO: 10.897 eV
E_LUMO: 0.52 eV
SMILES: N#C[C@@H]1N=C1N
molar mass: 81.08 g/mol

***

Arrangement Q

Molecular formula: C3H3N3
Method: DFT, the ωB97M-V functional and the def2-TZVPD basis

Each line ends with the Löwdin charge.
Geometry (Å):
C  0.04225  1.25010  0.01552  -0.13
H  0.05727  2.27313  0.46873  0.12
N  1.11611  -0.79728  0.13250  0.03
N  -0.10499  -1.28561  0.09974  0.02
H  2.35640  0.77789  -0.12901  0.15
H  -2.17683  -0.97703  -0.09477  0.15
C  1.20885  0.49971  -0.21455  -0.12
C  -1.07895  -0.51890  -0.21340  -0.31
N  -1.19250  0.73153  0.08629  0.10

Values from the calculation:
gap between HOMO and LUMO: 9.738 eV
E_LUMO: -0.19 eV
SMILES: c1cnncn1
molar mass: 81.08 g/mol

***

Arrangement R

Molecular formula: C3H3N3
Method: DFT, the ωB97M-V functional and the def2-TZVPD basis

Each line ends with the Löwdin charge.
Geometry (Å):
N  -0.72256  0.55510  -0.95636  0.05
H  0.33953  1.15073  0.72681  0.15
C  1.35715  -0.47970  -0.06045  -0.16
C  0.07171  0.22248  0.20882  -0.39
N  2.39627  -0.91530  -0.32172  0.16
H  -1.24649  -0.22797  -1.32906  0.09
H  -0.14764  0.95225  -1.69262  0.09
N  -1.32381  -0.81038  2.17117  0.17
C  -0.72416  -0.44721  1.25341  -0.17

Values from the calculation:
gap between HOMO and LUMO: 11.490 eV
E_LUMO: 0.32 eV
SMILES: N#CC(N)C#N
molar mass: 81.08 g/mol

***

Stability check: which of them is most stable? arrangement R.

***

Arrangement P

Molecular formula: C3H3N3
Method: DFT, the ωB97M-V functional and the def2-TZVPD basis

Each line ends with the Löwdin charge.
Geometry (Å):
N  -2.27474  -0.10084  -1.08521  0.01
H  -0.06040  1.22919  0.29729  0.12
H  0.58408  -0.59970  -0.05827  0.08
N  -3.04123  -0.51140  -1.98096  -0.08
H  -0.42195  -0.15537  1.40128  0.12
C  -0.13664  0.08972  0.30822  -0.05
C  -1.13898  -1.45188  -3.04602  -0.01
C  -1.18423  -0.22463  -0.62840  -0.08
N  -2.27515  -1.16177  -2.91132  -0.11

Values from the calculation:
gap between HOMO and LUMO (spin up / spin down): 7.461 / 7.460 eV
E_LUMO (spin up / spin down): -1.16 / -1.16 eV
molar mass: 81.08 g/mol

***

Arrangement Q

Molecular formula: C3H3N3
Method: DFT, the ωB97M-V functional and the def2-TZVPD basis

Each line ends with the Löwdin charge.
Geometry (Å):
N  -1.08071  -1.00595  0.44501  0.03
H  -1.95603  0.73606  -0.56487  0.12
C  -1.05494  0.36642  -0.06299  -0.24
C  1.30607  0.10965  -0.08777  -0.19
N  -0.04646  -1.65970  0.17274  -0.03
C  0.19386  0.90643  -0.32681  -0.01
H  2.32063  0.45974  0.05594  0.10
H  -0.79289  1.27951  0.71777  0.20
N  1.11046  -1.19215  -0.34902  0.03

Values from the calculation:
gap between HOMO and LUMO: 8.428 eV
E_LUMO: -0.95 eV
molar mass: 81.08 g/mol

***

Stability check: which of them is most stable? arrangement Q.

***

Arrangement P

Molecular formula: C9H14N2
Method: DFT, the ωB97M-V functional and the def2-TZVPD basis

Each line ends with the Löwdin charge.
Geometry (Å):
H  0.38986  -0.79118  -2.79800  0.07
N  -2.69971  -0.90375  -0.66847  0.20
C  0.48994  -1.35668  0.10554  -0.12
C  0.71480  -0.75835  2.37545  -0.25
N  0.26995  0.65464  -1.37072  -0.20
H  0.79188  -0.94768  3.49994  0.14
C  -0.47684  0.84019  0.95807  -0.06
C  -0.13341  0.13783  -2.64596  -0.08
C  -0.31458  -0.04628  -0.23549  -0.47
C  -1.63809  -0.49417  -0.43654  -0.23
H  -0.93448  -1.85096  1.78239  0.15
C  0.16671  -1.79412  1.47586  -0.24
C  0.15068  2.12979  -1.26394  -0.08
H  1.83046  -0.52072  2.12462  0.15
C  0.12697  0.56135  2.10413  -0.09
H  0.21201  -2.11118  -0.74345  0.16
H  0.29866  0.82533  -3.44103  0.12
H  0.63740  -2.77668  1.86290  0.14
H  -0.84588  2.53824  -1.60174  0.11
H  -0.98861  1.78789  0.94244  0.12
H  0.72697  2.49267  -2.16684  0.09
H  1.58824  -1.16753  0.12842  0.13
H  0.59548  2.39877  -0.37806  0.05
H  -1.16090  -0.14653  -2.48123  0.06
H  0.20249  1.29910  2.87170  0.11

Values from the calculation:
gap between HOMO and LUMO: 9.573 eV
E_LUMO: 0.84 eV
SMILES: CN(C)[C@]1(C#N)C=CCCC1
molar mass: 150.22 g/mol

***

Arrangement Q

Molecular formula: C9H14N2
Method: DFT, the ωB97M-V functional and the def2-TZVPD basis

Each line ends with the Löwdin charge.
Geometry (Å):
C  -0.14241  -1.17915  1.15009  -0.23
H  0.66220  0.42013  2.27340  0.09
H  -2.01794  3.10483  -0.56938  0.08
C  -2.01417  2.00919  -0.33011  -0.08
H  3.11071  0.04289  -1.68824  0.09
H  0.11243  3.34501  -2.22315  0.12
C  -1.60571  -1.49031  1.00776  -0.10
H  -2.11329  -0.88103  0.30426  0.07
N  1.28353  1.69667  -1.99670  0.06
H  -2.20960  -1.98288  1.78048  0.11
N  1.19268  0.52460  -1.25799  -0.20
C  -0.53199  -2.39910  0.50668  -0.16
C  0.82015  -0.66147  2.12525  -0.07
C  0.15975  2.34708  -1.70848  -0.14
H  2.64207  -0.69945  -0.20542  0.08
H  1.93446  -0.91079  1.65205  0.12
H  -0.53934  -3.42323  1.00463  0.13
C  -0.61970  1.66497  -0.75154  -0.31
H  -2.91388  1.62292  -0.84438  0.08
H  0.81541  -1.18755  3.02917  0.05
C  2.23013  -0.45908  -1.24036  -0.06
H  -0.22407  -2.66865  -0.47873  0.09
H  -2.21960  2.01335  0.76023  0.08
C  0.09626  0.57908  -0.50421  -0.01
H  2.09192  -1.42806  -1.79530  0.09

Values from the calculation:
gap between HOMO and LUMO: 8.587 eV
E_LUMO: 0.03 eV
molar mass: 150.22 g/mol

***

Stability check: which of them is most stable? arrangement P.

***

Arrangement P

Molecular formula: C5H10O2S
Method: DFT, the ωB97M-V functional and the def2-TZVPD basis

Each line ends with the Löwdin charge.
Geometry (Å):
C  0.55938  -0.10543  0.87955  -0.48
C  -1.60333  -0.53395  -2.51048  0.07
O  0.04968  -2.74175  1.88026  -0.56
H  1.21556  1.16533  2.37511  0.07
H  1.04619  0.33465  -1.09276  0.10
H  2.61390  0.38709  0.07206  0.11
C  0.48743  0.35730  2.36975  -0.03
H  -1.04863  -0.03205  -3.25970  -0.03
H  -0.54119  0.52115  2.59315  0.07
H  -2.04502  -1.48586  -2.69904  -0.01
H  -2.20320  -1.50397  0.02628  0.09
H  -2.32271  0.23990  -2.29536  -0.01
C  -0.51755  -0.91964  0.23209  -0.44
H  1.44496  1.68532  0.19653  0.04
O  -1.79657  -0.96260  0.69500  0.02
C  1.50953  0.67871  -0.08487  -0.06
H  0.90704  -0.51766  2.93193  0.09
S  0.76505  -2.14208  0.75753  0.96

Values from the calculation:
gap between HOMO and LUMO (spin up / spin down): 7.476 / 8.532 eV
E_LUMO (spin up / spin down): -0.27 / -0.26 eV
molar mass: 134.20 g/mol

***

Arrangement Q

Molecular formula: C5H10O2S
Method: DFT, the ωB97M-V functional and the def2-TZVPD basis

Each line ends with the Löwdin charge.
Geometry (Å):
C  0.54267  -1.26653  -1.05915  -0.22
C  -1.59622  0.54447  0.42318  -0.48
H  2.53880  -0.90288  -0.33746  0.12
H  0.10668  0.66460  2.42710  0.14
H  0.32872  -1.09612  2.48462  0.14
C  1.55889  -1.11996  0.08301  -0.20
S  -0.55141  1.39524  -0.80917  0.88
C  0.14768  0.03299  -1.78326  -0.47
C  0.19934  -0.23680  1.82834  -0.25
H  -1.92085  1.32846  1.07817  0.07
H  1.01033  -1.94004  -1.81849  0.12
O  1.29858  -0.06820  0.99647  -0.14
H  1.61315  -2.09930  0.58559  0.13
H  1.04226  0.45526  -2.25573  0.07
H  -0.35075  -1.77749  -0.69534  0.10
H  -0.55714  -0.21598  -2.57529  0.07
H  -2.46298  0.08034  -0.06476  0.10
O  -1.00356  -0.50001  1.14923  -0.17

Values from the calculation:
gap between HOMO and LUMO: 9.232 eV
E_LUMO: 0.88 eV
SMILES: C1COCOCSC1
molar mass: 134.20 g/mol

***

Stability check: which of them is most stable? arrangement Q.